ORCA calculation (wB97M-V/def2-TZVPD) on C14H21N3O5S in the gas phase.

Values from the calculation:
- LUMO level: 0.47 eV
- Highest occupied orbital energy: -7.83 eV
- Max |F|: 0.9 eV Å⁻¹
- HOMO-LUMO gap: 8.30 eV
- SMILES: COc1ccc(NC(=O)N2CCN(S(C)(=O)=O)CC2)c(OC)c1
- Energy above the lowest of the compared OMol25 structures with the same formula, charge and spin: 1.580 eV
- Total energy: -40401.3567 eV

Geometry (Å):
C  2.675  -5.535  -0.496
O  1.397  -5.129  -0.917
C  0.922  -3.919  -0.507
C  -0.347  -3.573  -0.960
C  -0.919  -2.371  -0.597
C  -0.234  -1.486  0.222
N  -0.735  -0.250  0.648
C  -1.836  0.412  0.188
O  -2.564  -0.008  -0.693
N  -2.104  1.612  0.811
C  -1.235  2.296  1.739
C  -0.209  3.141  0.961
N  -0.811  3.625  -0.260
S  -0.024  3.402  -1.699
C  -0.313  1.709  -2.276
O  -0.628  4.298  -2.639
O  1.375  3.522  -1.413
C  -2.236  3.823  -0.252
C  -2.998  2.530  0.129
C  1.050  -1.829  0.677
O  1.661  -0.891  1.481
C  2.956  -1.157  1.961
C  1.621  -3.038  0.316
H  2.733  -5.623  0.595
H  2.834  -6.516  -0.941
H  3.454  -4.850  -0.848
H  -0.874  -4.265  -1.596
H  -1.899  -2.100  -0.951
H  -0.115  0.205  1.299
H  -0.747  1.605  2.427
H  -1.873  2.953  2.338
H  0.125  3.989  1.573
H  0.672  2.564  0.677
H  -1.370  1.484  -2.264
H  0.066  1.675  -3.289
H  0.242  1.027  -1.646
H  -2.469  4.625  0.458
H  -2.501  4.164  -1.252
H  -3.385  2.010  -0.749
H  -3.841  2.772  0.786
H  3.235  -0.286  2.551
H  2.973  -2.046  2.599
H  3.670  -1.279  1.141
H  2.605  -3.293  0.671

natural (NBO) atomic charge list, values in e, 6 entries: -0.252 -0.491 0.314 -0.270 -0.197 0.058

ORCA calculation (wB97M-V/def2-TZVPD) on a molecular structure, C14H21N5O6PSbSe4Tc.

Values from the calculation:
- LUMO level (spin up / spin down): -6.75 / -6.75 eV
- Highest occupied orbital energy (spin up / spin down): -11.39 / -11.39 eV
- Max |F|: 1.2 eV Å⁻¹
- Net charge: +1
- HOMO-LUMO gap (spin up / spin down): 4.64 / 4.64 eV
- Total energy: -313999.5349 eV

Geometry (Å):
Tc  0.331  1.476  0.913
N  -1.825  1.305  1.151
C  -2.178  2.213  2.264
C  -1.400  3.496  2.053
O  -1.810  4.588  2.329
N  -0.136  3.256  1.483
C  0.436  4.331  0.689
C  0.560  3.810  -0.754
O  0.909  4.504  -1.668
O  0.296  2.514  -0.856
H  -2.298  1.601  0.301
H  -2.118  0.347  1.333
H  -1.866  1.751  3.203
H  -3.243  2.433  2.314
H  1.438  4.589  1.040
H  -0.185  5.226  0.726
Se  5.302  1.189  -1.729
Sb  6.106  1.272  0.833
Se  2.730  1.388  0.684
Se  3.194  2.039  -1.459
Se  6.631  -0.938  1.195
N  0.422  0.153  2.346
C  0.241  -0.779  3.046
C  -0.053  -1.872  3.775
C  -1.395  -2.341  3.670
N  -2.487  -2.658  3.496
C  0.946  -2.538  4.538
N  1.759  -3.082  5.140
C  -1.805  -0.252  -3.657
C  -0.897  0.607  -2.815
O  0.087  -0.244  -2.148
P  0.112  -0.465  -0.589
O  1.230  -1.554  -0.412
C  2.403  -1.757  -1.257
C  2.281  -3.076  -1.973
O  -1.216  -1.183  -0.126
C  -1.577  -2.542  -0.552
C  -3.039  -2.745  -0.258
H  -2.501  0.385  -4.204
H  -2.386  -0.938  -3.040
H  -1.231  -0.828  -4.381
H  -1.445  1.178  -2.067
H  -0.320  1.315  -3.405
H  3.257  -1.737  -0.578
H  2.484  -0.926  -1.958
H  2.174  -3.894  -1.262
H  3.180  -3.251  -2.565
H  1.424  -3.072  -2.646
H  -0.946  -3.228  0.011
H  -1.350  -2.639  -1.615
H  -3.238  -2.643  0.809
H  -3.331  -3.750  -0.561
H  -3.653  -2.033  -0.810

natural (NBO) atomic charge list, values in e, 6 entries: 0.487 -0.734 -0.333 0.661 -0.504 -0.517

ORCA calculation (wB97M-V/def2-TZVPD) on C14H21NO in the gas phase.

Values from the calculation:
- LUMO level: 0.87 eV
- Highest occupied orbital energy: -7.61 eV
- Max |F|: 14.3 eV Å⁻¹
- HOMO-LUMO gap: 8.47 eV
- SMILES: Cc1cccc(C)c1OCCN1CCCC1
- Energy above the lowest of the compared OMol25 structures with the same formula, charge and spin: 13.419 eV
- Total energy: -18384.0226 eV

Geometry (Å):
C  1.864  0.571  -2.281
C  1.689  -0.232  -1.124
C  1.702  -1.519  -1.204
C  1.430  -2.403  -0.062
C  1.272  -1.921  1.036
C  1.171  -0.447  1.333
C  1.168  0.460  2.594
C  1.226  0.272  0.278
O  1.246  1.803  0.093
C  0.055  2.421  -0.405
C  -1.150  1.878  0.351
N  -1.521  0.739  0.083
C  -2.470  -0.031  0.876
C  -2.541  -1.677  0.212
C  -2.481  -1.244  -1.054
C  -1.893  0.369  -1.315
H  0.881  0.629  -2.967
H  2.591  0.254  -2.939
H  2.230  1.560  -2.283
H  1.673  -2.222  -2.153
H  1.402  -3.409  -0.078
H  1.128  -2.356  1.965
H  0.153  -0.058  3.263
H  2.024  -0.018  3.306
H  1.130  1.490  2.468
H  0.116  2.264  -1.402
H  0.258  3.279  -0.120
H  -2.073  2.643  0.208
H  -1.081  2.193  1.200
H  -3.449  0.501  1.219
H  -1.924  -0.082  2.026
H  -1.759  -2.087  0.695
H  -3.541  -1.943  0.445
H  -3.301  -1.549  -1.673
H  -1.672  -1.897  -1.527
H  -2.903  0.950  -1.353
H  -1.292  0.435  -2.110

natural (NBO) atomic charge list, values in e, 6 entries: -0.634 -0.080 -0.180 -0.224 -0.178 -0.122